Run a
36
Properties=species:S:1:pos:R:3 method="wB97M-V/def2-TZVPD" multiplicity=1 e_lumo_ha=-0.0390 total_charge=0 homo_ev=-8.609 homo_lumo_gap_ev=7.55
H -0.33144 0.16316 -0.77355
O -0.01659 -0.21401 0.04794
O 1.03980 0.32496 2.36118
H 1.80344 2.23556 1.70137
O -2.15747 -1.76663 0.39656
H 0.93130 -0.28161 -0.06676
O 3.27366 0.81862 -0.42346
H 0.72138 -0.41420 1.84303
H 2.31026 -1.40386 0.05214
H -1.43158 -1.25013 0.04651
H 0.06954 0.78733 -2.32895
H 1.63205 -1.50522 -1.29754
H -1.74769 0.51327 0.76756
O 0.74031 1.04614 -1.69704
H -0.05656 -0.93287 0.90264
H 1.34956 -0.06930 3.17655
H -3.21251 0.79937 0.51389
H 2.73261 0.05319 -0.61741
O -2.54408 0.36635 -1.89039
H 0.73339 -2.07073 1.51350
H 2.72577 1.36266 0.14229
O 1.92124 -0.87109 -0.64143
O -1.20703 0.34576 1.91473
H -2.58277 0.40318 -0.93468
O -2.38724 0.61988 0.06340
H -1.75860 0.17664 2.67853
H -0.66657 -0.69933 -2.60421
O 1.70527 1.82717 0.84125
H -0.41157 0.34369 -3.67144
H 1.52275 0.56548 -1.96722
H -1.62393 0.19030 -2.08672
O 0.09836 -1.38810 1.73028
H 0.96553 1.22828 0.94297
O -0.73186 0.24017 -2.77538
H -2.94295 -1.29300 0.12281
H -0.46569 -0.25103 2.01718

Run b
36
Properties=species:S:1:pos:R:3 method="wB97M-V/def2-TZVPD" multiplicity=1 e_lumo_ha=-0.0476 total_charge=0 homo_ev=-10.056 smiles=O.O.O.O.O.O.O.O.O.O.O.O homo_lumo_gap_ev=8.76
H 13.72542 -2.56840 -10.06422
H 11.96089 -1.01271 -11.32857
O 12.09199 -3.14780 -14.27610
O 11.07434 -5.32133 -8.74493
O 13.08932 -4.75224 -11.48419
H 12.52429 -5.44302 -11.13809
O 12.48204 -8.49100 -9.29062
H 10.90724 -8.16778 -11.56181
H 14.85844 -5.26848 -11.42213
H 8.75658 -5.18081 -11.99043
H 11.15224 -2.26314 -11.60134
H 10.49054 -4.62100 -9.03639
H 10.57738 -6.69289 -11.47354
O 9.67000 -5.37108 -11.77668
H 11.70021 -6.34157 -14.77898
O 12.47077 -6.65094 -14.30279
H 10.01031 -4.54875 -11.42428
H 13.04375 -3.12310 -14.37495
O 11.30829 -7.29923 -11.59336
H 10.50498 -5.92588 -8.26892
H 14.70374 -1.42695 -13.97047
H 14.11172 -2.18580 -12.80190
H 14.59290 -3.30350 -9.06472
O 11.93945 -1.79508 -11.87964
O 13.51816 -5.34354 -7.72569
H 12.48249 -7.69493 -8.75911
H 12.74962 -5.43960 -8.28814
O 14.62558 -2.30627 -13.60043
H 13.16782 -5.02914 -6.89223
H 12.55267 -4.31043 -12.14224
H 11.93007 -2.76246 -13.41499
H 12.24673 -8.19281 -10.16923
O 14.40670 -2.42898 -9.40647
O 15.75457 -5.52717 -11.63721
H 15.88278 -5.22378 -12.53596
H 12.16428 -6.77394 -13.40436

Run c
36
Properties=species:S:1:pos:R:3 method="wB97M-V/def2-TZVPD" multiplicity=1 e_lumo_ha=-0.0096 total_charge=0 homo_ev=-10.599 smiles=O.O.O.O.O.O.O.O.O.O.O.O homo_lumo_gap_ev=10.34
H -1.93711 2.64470 0.91044
O 3.83578 -0.53939 2.69172
H 2.21513 -3.29749 0.21720
H 1.03914 2.75486 -1.90292
O 2.99794 -3.41754 -0.31947
H -0.47282 1.84583 2.88623
O -3.53455 1.47259 -0.07100
H 1.55734 -0.17610 -0.65173
O -1.90358 1.65069 -2.46856
H 3.02269 -0.71195 2.21779
H -2.04014 -3.43998 -0.04146
O 0.44392 1.62134 -3.39116
O -0.22169 1.55711 3.77109
H -2.97688 -2.53655 0.89113
H 1.92480 -3.44313 2.52566
H -0.49500 -2.22120 0.21211
H 0.44128 -3.37267 2.53325
H 1.02968 0.63769 -1.98720
H 3.66532 0.14889 3.33378
H -0.35744 2.48598 0.65209
H -1.55066 1.22406 -1.67491
H -0.16912 -1.41522 -1.12948
O 0.70638 3.48714 -1.39192
H -3.74278 0.53337 0.06803
H 0.94831 1.32622 -4.16535
O -1.11950 2.22140 1.16886
H -1.29603 2.34979 -2.75900
O -2.89062 -3.33065 0.35764
O 1.21667 -2.81722 2.34143
H -0.97835 1.30927 4.30703
O 0.82971 0.13662 -1.18605
O -0.63703 -2.22509 -0.73609
H 2.84913 -3.62077 -1.24078
H 1.54870 3.96250 -1.28594
H -0.51748 1.62143 -3.65189
H -3.43117 1.57347 -1.03057

Short version: run b, run c, run a, most stable first.

Run a
36
Properties=species:S:1:pos:R:3 method="wB97M-V/def2-TZVPD" multiplicity=1 e_lumo_ha=-0.0158 total_charge=0 homo_ev=-10.288 smiles=O.O.O.O.O.O.O.O.O.O.O.O homo_lumo_gap_ev=9.86
H 4.27492 -0.13763 -1.65825
O 0.22481 -4.30741 1.33952
H 2.97386 -0.67092 3.77772
H -2.34205 -0.04047 2.98584
O 3.74087 2.43195 -0.59653
O -3.24734 0.27710 0.99616
H 0.68383 1.74717 -2.26812
H -0.51271 2.41542 -2.95930
O -0.40986 -0.82008 -3.87693
H 0.13278 2.29292 2.61531
H -3.73239 -0.47065 0.69251
H 4.34017 2.03665 -1.33025
O -0.26633 1.92996 -2.20881
O -0.60380 2.20393 2.01199
O 0.28065 -4.15756 -2.03012
H 3.77586 1.90298 0.17948
O -2.71827 0.80011 3.34533
H -0.48071 -0.58263 -2.89101
H -0.74137 -1.72774 -3.82597
O 3.70712 -0.94246 -1.61855
H 0.80903 -4.53691 -2.74522
H 2.01842 0.05256 2.85853
O -0.81770 0.19282 -0.14291
O 2.88256 -0.36122 2.85718
H 0.06046 -3.37141 1.18570
H 0.53938 -4.17195 2.28820
H -0.64704 1.17777 0.00858
H -0.21324 -0.26773 0.40345
H -0.98845 3.15399 2.12828
H -2.50967 2.76857 -1.13981
H 0.74264 -3.46208 -1.62654
H 3.25801 -0.77645 -0.71831
H -3.60529 0.84210 2.98533
H -2.23697 2.22234 0.08008
O -2.98419 2.57709 -0.33440
H -3.90766 1.01025 1.03832

Run b
36
Properties=species:S:1:pos:R:3 method="wB97M-V/def2-TZVPD" multiplicity=1 e_lumo_ha=-0.0285 total_charge=0 homo_ev=-10.329 smiles=O.O.O.O.O.O.O.O.O.O.O.O homo_lumo_gap_ev=9.55
O -0.59098 1.20864 -2.43662
O -0.79690 -2.24478 -2.05878
H -0.02098 0.24567 -0.53857
O 1.16342 1.45477 1.24385
H -1.38638 2.21277 3.11508
H -0.68069 -1.81484 -2.90605
O 3.20155 0.18516 -0.79751
H -0.44332 -3.33084 1.76191
H -3.73051 -0.76073 -0.75486
O -0.53557 -1.27718 2.87416
H 1.77975 -2.63657 0.22027
H 0.99477 2.36975 1.01892
H 2.76715 -0.37820 -1.43795
H 2.82496 -1.76324 0.88110
H -1.78088 2.06909 -1.32772
H -0.22107 0.35832 -2.67401
H -1.38937 -1.68001 2.71613
H 4.06423 -0.21117 -0.67532
H 0.08870 -0.35878 0.84508
H 2.28325 3.65062 -2.08855
H -0.60389 -3.22219 0.26047
H -0.72494 -0.34403 2.97214
O -2.01317 2.25114 -0.41715
O 2.14749 3.33900 -1.19374
H -0.39722 1.50710 2.21204
H 1.94334 1.22346 0.73941
H -2.28735 -0.78446 -0.29811
H -0.06134 1.84376 -2.91863
H -0.83517 -1.52577 -1.42806
H -2.96209 2.13026 -0.38278
O 2.08010 -2.33178 1.07649
O -0.74587 -3.81838 0.99575
O -0.24332 -0.53726 -0.03477
H 1.44966 2.68822 -1.26954
O -1.17177 1.35310 2.75294
O -3.16558 -1.07060 -0.04699

Run c
36
Properties=species:S:1:pos:R:3 method="wB97M-V/def2-TZVPD" multiplicity=1 e_lumo_ha=-0.0108 total_charge=0 homo_ev=-11.295 smiles=O.O.O.O.O.O.O.O.O.O.O.O homo_lumo_gap_ev=11.00
H -0.57731 0.99578 0.56028
O -1.30307 0.47514 -2.97314
O 1.95225 2.94505 -0.31169
H 1.14074 3.01092 -0.22037
O 0.06474 -2.06302 3.83589
H -0.88347 1.69823 3.37735
O 0.14595 -2.15552 -3.50439
H -2.89456 0.79961 1.88452
H -0.93058 -0.13368 -1.32740
H -0.84924 -3.79282 -0.88410
H 2.38079 3.17720 0.55664
H -3.96771 1.59465 0.90434
H -1.39299 -3.37909 -2.08618
O -3.83091 1.24576 1.84444
H -0.81843 -0.32948 -3.14284
O -0.63650 1.68549 1.11036
H -0.32695 0.64688 4.22047
O -0.89458 1.47557 4.22934
O -1.71690 -3.44302 -1.12921
H -0.70923 -1.31793 -0.31255
H -0.72679 1.11416 -3.32539
H -1.59291 1.60493 1.29869
H 0.71019 -1.79519 3.19988
H 2.06523 1.61308 2.78780
H 0.20050 -1.45149 -4.28550
O 2.41886 0.70887 2.81338
H 2.21663 0.77800 -2.97451
H 1.00554 1.45447 -2.62715
H 2.38451 -0.95503 -0.42427
H -0.05963 -3.06177 3.46421
H 2.16036 0.18509 3.50476
H 1.23707 -0.63846 -1.42227
H 1.23112 -2.28147 -3.43742
O -0.76152 -0.42080 -0.45821
O 2.08931 -1.12546 -1.32856
O 1.46951 1.13532 -3.41716

Short version: run b, run a, run c, most stable first.